DFT (ωB97M-V/def2-TZVPD) results for the molecule C6H10ClN3.

Geometry as XYZ:
```
20
Properties=species:S:1:pos:R:3
C -1.8750 -1.9022 -0.3895
C -3.6710 -0.0893 0.3095
C 0.8526 -0.8661 0.6657
C -0.5866 1.2527 0.8324
C 0.1122 0.3787 -1.3826
C -0.2998 -0.0559 0.0528
N -3.1864 -2.2286 -0.3190
N -3.9339 -1.2228 0.0165
N -1.5348 -0.7269 -0.0424
Cl -4.2205 1.4140 0.0858
H -1.2142 -2.7122 -0.5696
H 1.7853 -0.1532 0.8075
H 0.4842 -1.3175 1.6024
H 1.0114 -1.7595 0.2100
H -0.0873 2.0461 0.3924
H -1.6213 1.4182 0.9547
H -0.2155 1.1799 1.9567
H -0.6393 1.1000 -1.7532
H 1.2110 0.8021 -1.2918
H 0.2378 -0.5807 -1.9821
```

M: 159.62 g/mol
ΔE to the lowest compared entry with this formula, charge and spin: 4.1794 eV
Net charge: 0
Strongest force on any atom: 0.086 hartree/bohr